Entry 1:
Formula: C9H7F3O2S
Source: OMol25
Level of theory: the ωB97M-V functional and the def2-TZVPD basis

Structure (ORCA input):
```
! wB97M-V def2-TZVPD RIJCOSX def2/J DEFGRID3
* xyz 0 1
C 2.148 -1.645 0.079
C 2.219 -0.987 -1.140
C 1.573 -1.024 1.178
C 1.712 0.296 -1.265
C 1.058 0.256 1.052
C 1.135 0.905 -0.165
C -1.797 -1.732 0.152
C -2.876 -1.222 0.071
C -4.162 -0.552 -0.074
O -0.123 2.891 0.974
O 2.069 3.227 -0.280
F -4.172 0.265 -1.138
F -4.469 0.193 0.995
F -5.171 -1.421 -0.246
S 0.498 2.609 -0.304
H 2.549 -2.644 0.172
H 2.677 -1.472 -1.989
H 1.532 -1.529 2.131
H 1.782 0.828 -2.203
H 0.598 0.767 1.886
H 2.071 4.174 -0.113
H -0.851 -2.182 0.227
*
```

energy above the lowest of the compared OMol25 structures with the same formula, charge and spin = 0.000 eV
calculated total energy = -1195.32861 Eh
gap between HOMO and LUMO = 10.1 eV
highest occupied orbital energy = -0.3565 Ha
F_max = 1.28 eV/A

---

Entry 2:
Formula: C9H7HgN3O3S
Source: OMol25
Level of theory: the ωB97M-V functional and the def2-TZVPD basis

Structure (ORCA input):
```
! wB97M-V def2-TZVPD RIJCOSX def2/J DEFGRID3
* xyz -1 2
Hg -0.630 1.168 0.311
N -2.321 0.474 6.076
C -2.605 0.937 5.052
N -2.994 1.544 3.943
C -2.630 1.117 2.793
N -2.403 0.754 1.699
C -4.361 1.037 -7.432
C -3.421 1.207 -6.267
C -2.106 0.756 -6.341
C -1.228 0.938 -5.283
C -1.667 1.572 -4.130
C -2.972 2.032 -4.038
C -3.840 1.845 -5.104
S -0.556 1.754 -2.754
O 0.774 1.831 -3.306
O -1.013 2.912 -2.000
O -0.790 0.503 -1.972
H -4.092 0.166 -8.030
H -4.332 1.910 -8.087
H -5.390 0.913 -7.092
H -1.764 0.257 -7.241
H -0.202 0.600 -5.339
H -3.291 2.534 -3.135
H -4.861 2.203 -5.032
*
```

energy above the lowest of the compared OMol25 structures with the same formula, charge and spin = 0.010 eV
calculated total energy = -1288.81685 Eh
gap between HOMO and LUMO (spin up / spin down) = 7.5 / 7.3 eV
highest occupied orbital energy (spin up / spin down) = -0.1788 / -0.2243 Ha
F_max = 0.26 eV/A

---

Entry 3:
Formula: C9H7IN3O8W
Source: OMol25
Level of theory: the ωB97M-V functional and the def2-TZVPD basis

Structure (ORCA input):
```
! wB97M-V def2-TZVPD RIJCOSX def2/J DEFGRID3
* xyz 3 1
W -0.329 -0.683 -1.543
O -0.595 0.797 4.811
C -0.451 1.913 5.293
O -0.330 2.904 5.799
C -0.475 0.466 3.384
C -0.378 -0.881 3.136
C -0.297 -1.253 1.800
N -0.324 -0.359 0.802
C -0.420 0.939 1.116
C -0.498 1.432 2.408
C -0.446 1.884 -0.055
O -0.357 3.053 -0.010
O -0.574 1.152 -1.211
H -0.370 -1.622 3.926
H -0.216 -2.299 1.540
H -0.582 2.502 2.568
N 3.355 -0.580 -2.696
C 2.103 -0.474 -2.414
O 1.657 -0.401 -1.189
C 0.916 -0.464 -3.290
I -0.135 -3.205 -1.212
H 4.062 -0.597 -1.965
H 3.670 -0.619 -3.660
H 0.837 -1.234 -4.057
H 0.715 0.530 -3.704
O -1.607 -0.646 -3.123
N -2.735 -0.722 -2.419
O -3.794 -0.705 -2.865
O -2.405 -0.826 -1.170
*
```

energy above the lowest of the compared OMol25 structures with the same formula, charge and spin = 0.000 eV
calculated total energy = -1476.96167 Eh
gap between HOMO and LUMO = 7.9 eV
highest occupied orbital energy = -0.7504 Ha
F_max = 0.72 eV/A

---

Entry 4:
Formula: C9H7N3O
Source: OMol25
Level of theory: the ωB97M-V functional and the def2-TZVPD basis

Structure (ORCA input):
```
! wB97M-V def2-TZVPD RIJCOSX def2/J DEFGRID3
* xyz 0 1
C 1.522 -0.131 -1.861
C 0.038 0.190 -1.184
C -1.150 0.056 -2.039
C -2.420 0.252 -1.730
C -2.551 0.650 -0.358
C -1.582 0.587 0.568
C -0.106 0.290 0.212
C 2.192 0.156 1.312
C 1.785 -0.930 3.024
H 1.605 0.548 -3.156
H -1.393 -0.758 -3.060
H -3.421 0.082 -2.416
H -3.655 0.755 -0.177
H -2.070 1.038 1.514
H 2.628 0.515 0.480
H 2.087 -1.366 3.909
N 0.752 0.232 1.420
N 2.873 -0.230 2.332
N 0.580 -0.731 2.426
O 2.285 -1.205 -1.217
*
```

energy above the lowest of the compared OMol25 structures with the same formula, charge and spin = 8.259 eV
calculated total energy = -586.32477 Eh
gap between HOMO and LUMO = 8.2 eV
highest occupied orbital energy = -0.3482 Ha
F_max = 10.72 eV/A

---

Entry 5:
Formula: C9H7NO
Source: OMol25
Level of theory: the ωB97M-V functional and the def2-TZVPD basis

Structure (ORCA input):
```
! wB97M-V def2-TZVPD RIJCOSX def2/J DEFGRID3
* xyz 0 1
O -2.451 0.283 -1.032
C -1.130 0.596 -1.028
C -0.323 1.480 -1.660
C 1.128 1.320 -1.609
C 1.690 0.522 -0.718
C 0.964 -0.065 0.256
C 1.509 -0.862 1.373
N 0.843 -1.353 2.369
C -0.582 -1.285 2.060
C -1.275 -0.897 0.866
C -0.347 -0.139 0.048
H -2.656 -0.252 -0.293
H -0.979 2.456 -2.223
H 1.508 1.792 -2.510
H 2.839 0.037 -0.984
H 2.667 -1.217 1.269
H -1.079 -1.527 3.071
H -2.325 -0.889 0.745
*
```

energy above the lowest of the compared OMol25 structures with the same formula, charge and spin = 4.482 eV
calculated total energy = -476.99470 Eh
gap between HOMO and LUMO = 8.8 eV
highest occupied orbital energy = -0.3141 Ha
F_max = 7.24 eV/A

---

Entry 6:
Formula: C9H7NO2
Source: OMol25
Level of theory: the ωB97M-V functional and the def2-TZVPD basis

Structure (ORCA input):
```
! wB97M-V def2-TZVPD RIJCOSX def2/J DEFGRID3
* xyz 0 1
C 1.255 0.743 0.335
C 1.234 2.013 1.005
C -0.050 2.511 1.595
C -1.199 1.889 1.161
C -1.125 0.720 0.478
C -0.046 0.167 0.066
C -0.063 -0.968 -0.724
C -1.053 -2.058 -0.792
C -0.426 -2.935 -1.697
H 2.289 -0.690 -0.680
H 2.178 2.461 1.235
H -0.036 3.650 2.297
H -1.929 2.275 1.755
H -2.120 0.292 0.103
H -1.959 -2.253 -0.108
H -0.877 -4.081 -2.259
N 0.639 -2.646 -2.177
O 2.410 0.403 -0.140
O 0.878 -1.495 -1.454
*
```

energy above the lowest of the compared OMol25 structures with the same formula, charge and spin = 7.457 eV
calculated total energy = -552.15317 Eh
gap between HOMO and LUMO = 8.6 eV
highest occupied orbital energy = -0.3105 Ha
F_max = 11.93 eV/A

---

Entry 7:
Formula: C9H7NO2
Source: OMol25
Level of theory: the ωB97M-V functional and the def2-TZVPD basis

Structure (ORCA input):
```
! wB97M-V def2-TZVPD RIJCOSX def2/J DEFGRID3
* xyz 0 1
O 0.698 -2.419 -0.423
C 0.536 -1.416 0.304
C 0.790 -1.557 1.772
C 0.849 -0.396 2.538
N 0.514 0.878 2.009
C 0.105 0.936 0.687
C -0.369 2.215 0.221
C -0.993 2.225 -1.032
C -0.992 1.191 -1.949
C -0.506 -0.071 -1.531
O -0.699 -1.162 -2.342
C 0.062 -0.133 -0.158
H 1.235 -2.541 2.052
H 1.112 -0.239 3.675
H 0.479 1.589 2.648
H -0.529 3.093 0.879
H -1.316 3.146 -1.427
H -1.336 1.399 -2.961
H -0.119 -1.901 -1.933
*
```

energy above the lowest of the compared OMol25 structures with the same formula, charge and spin = 1.176 eV
calculated total energy = -552.38400 Eh
gap between HOMO and LUMO = 8.6 eV
highest occupied orbital energy = -0.3022 Ha
F_max = 5.91 eV/A

---

Entry 8:
Formula: C9H7NO4STi
Source: OMol25
Level of theory: the ωB97M-V functional and the def2-TZVPD basis

Structure (ORCA input):
```
! wB97M-V def2-TZVPD RIJCOSX def2/J DEFGRID3
* xyz 3 2
Ti -0.205 0.029 0.238
O -3.254 -1.046 0.119
C -2.178 -0.629 0.226
C 1.133 1.164 -0.912
O 1.871 1.822 -1.519
C -0.636 1.803 1.100
O -0.811 2.862 1.548
C -0.291 -0.667 -1.621
O -0.458 -0.904 -2.746
C -2.322 1.578 -1.278
H -2.807 0.880 -1.963
H -2.958 1.912 -0.454
C -1.284 2.325 -1.724
H -0.974 3.264 -1.257
H -0.873 2.172 -2.723
S 3.208 -3.037 1.097
C 2.365 -2.626 2.556
C 1.381 -1.690 2.336
N 1.247 -1.275 0.976
C 2.202 -1.890 0.232
H 2.562 -3.087 3.524
H 0.718 -1.233 3.078
H 2.365 -1.727 -0.832
*
```

energy above the lowest of the compared OMol25 structures with the same formula, charge and spin = 1.246 eV
calculated total energy = -1949.25192 Eh
gap between HOMO and LUMO (spin up / spin down) = 5.9 / 5.3 eV
highest occupied orbital energy (spin up / spin down) = -0.7582 / -0.7582 Ha
F_max = 8.97 eV/A